(1)
ORCA calculation (ωB97M-V with the def2-TZVPD basis set) on an isolated molecule of C7H12N2O.

Structure (ORCA input):
```
! wB97M-V def2-TZVPD RIJCOSX def2/J DEFGRID3
* xyz 0 1
O -1.685 -1.227 -0.349
N -0.606 -1.083 -1.296
N -0.664 0.623 0.178
C 0.151 0.091 -0.852
C -2.675 0.073 1.386
C 0.483 1.095 -1.921
C 1.991 0.416 0.972
C -1.613 -0.160 0.425
C 1.476 -0.270 -0.201
C 1.574 -0.929 1.228
H 3.104 0.554 0.820
H -2.543 1.088 1.808
H 0.596 -1.145 1.540
H -3.649 0.004 0.915
H 0.358 0.528 -2.854
H -2.604 -0.680 2.161
H 2.236 -0.606 -0.855
H 1.607 1.210 -1.893
H 1.368 1.244 1.249
H -1.150 -1.049 -2.138
H 0.005 2.028 -1.748
H 2.239 -1.805 1.426
*
```

Here are the Löwdin charges for atoms 1 to 2, given in e: O 0.019; N 0.109


(2)
ORCA calculation (ωB97M-V with the def2-TZVPD basis set) on a 2-piece molecular cluster, C7H12N2O overall.

Structure (ORCA input):
```
! wB97M-V def2-TZVPD RIJCOSX def2/J DEFGRID3
* xyz 0 1
O 2.081 1.622 -1.509
N -1.840 0.407 -1.147
N -0.543 1.000 0.650
C -2.573 -1.199 1.315
C -1.034 -1.903 -0.653
C -2.848 0.269 1.117
C 0.201 0.168 -0.009
C -1.948 1.030 0.153
C -1.843 -2.071 0.607
C -0.671 -0.474 -1.066
H 1.199 -0.235 0.440
H -0.148 -0.511 -2.030
H -3.883 0.389 0.758
H -0.272 1.394 1.546
H -1.849 -3.103 0.973
H 2.344 2.292 -0.873
H -1.693 1.113 -1.860
H -3.128 -1.620 2.160
H -1.591 -2.357 -1.488
H -2.817 0.771 2.097
H -0.106 -2.489 -0.560
H -2.286 2.070 0.071
*
```

Here are the Löwdin charges for atoms 1 to 2, given in e: O -0.495; N 0.066


(3)
ORCA calculation (ωB97M-V with the def2-TZVPD basis set) on a 2-piece molecular cluster, C7H12N2O overall.

Structure (ORCA input):
```
! wB97M-V def2-TZVPD RIJCOSX def2/J DEFGRID3
* xyz 0 1
O 2.554 -1.853 -2.183
N 0.087 -0.476 -1.096
N 3.247 1.072 -0.646
C 2.210 0.668 -0.288
C 0.235 -1.000 0.251
C 0.823 0.329 -0.112
C -0.208 1.066 0.762
C -0.809 -0.338 1.151
C -1.097 2.093 0.090
C -2.272 -0.632 0.878
H 0.293 1.504 1.635
H -0.572 -0.550 2.203
H 0.747 -0.976 -1.700
H -2.518 -0.485 -0.182
H 2.578 -2.633 -1.620
H 0.764 -1.939 0.418
H -0.525 2.993 -0.174
H -2.511 -1.672 1.143
H -2.919 0.024 1.477
H -1.908 2.394 0.770
H 3.351 -1.277 -1.952
H -1.549 1.688 -0.825
*
```

Here are the Löwdin charges for atoms 1 to 2, given in e: O -0.081; N 0.135


Most stable: (3). Least stable: (2).


(1)
ORCA calculation (ωB97M-V with the def2-TZVPD basis set) on a 2-piece molecular cluster, C7H12N2O overall.

Structure (ORCA input):
```
! wB97M-V def2-TZVPD RIJCOSX def2/J DEFGRID3
* xyz 0 1
O -2.976 1.595 -0.233
N 2.493 -1.831 1.557
N 1.277 -3.095 0.037
C 2.003 -0.569 1.000
C -0.615 1.571 -0.027
C -1.853 1.873 -2.267
C 1.789 -2.978 1.201
C -1.908 1.654 -0.810
C 1.750 -0.926 2.401
C -2.991 1.937 -2.982
H 1.201 -0.683 0.276
H -3.935 2.025 -2.470
H 0.732 -1.230 2.689
H 2.792 0.160 0.783
H -0.873 1.980 -2.729
H -2.972 2.100 -4.060
H -0.661 0.718 0.665
H 1.780 -3.765 1.993
H 0.234 1.448 -0.701
H 2.378 -0.456 3.165
H -0.489 2.484 0.570
H 0.843 -4.010 -0.057
*
```

Here are the Löwdin charges for atoms 1 to 2, given in e: O 0.061; N -0.092


(2)
ORCA calculation (ωB97M-V with the def2-TZVPD basis set) on a 2-piece molecular cluster, C7H12N2O overall.

Structure (ORCA input):
```
! wB97M-V def2-TZVPD RIJCOSX def2/J DEFGRID3
* xyz 0 1
O -2.183 -0.727 0.521
N -1.108 1.792 -1.018
N 0.025 -1.110 0.492
C 3.157 0.102 -0.608
C -3.357 -0.617 -0.259
C -1.058 -0.997 -0.136
C 0.243 1.999 1.163
C 2.350 -0.537 0.217
C 1.229 -1.429 -0.227
C -0.504 1.869 -0.050
H 3.052 0.021 -1.679
H -3.653 -1.591 -0.658
H 1.496 -2.464 0.034
H 3.967 0.722 -0.260
H 1.094 -1.370 -1.320
H 2.460 -0.451 1.291
H 0.216 1.044 1.689
H 1.276 2.254 0.925
H -3.217 0.094 -1.077
H -4.132 -0.253 0.414
H -1.151 -1.131 -1.228
H -0.202 2.782 1.775
*
```

Here are the Löwdin charges for atoms 1 to 2, given in e: O -0.099; N 0.163


Most stable: (2). Least stable: (1).


(1)
ORCA calculation (ωB97M-V with the def2-TZVPD basis set) on a 2-piece molecular cluster, C10H13O3 overall.

Structure (ORCA input):
```
! wB97M-V def2-TZVPD RIJCOSX def2/J DEFGRID3
* xyz -1 1
O -0.147 -4.559 -0.392
O -1.616 2.571 -1.467
O -2.014 -3.918 -1.509
C -1.310 -2.631 0.516
C 1.820 1.308 0.413
C -2.193 -1.568 -0.078
C -0.519 2.017 0.546
C -1.135 -3.851 -0.653
C 0.581 1.364 1.180
C 0.837 2.510 -1.468
C 3.031 0.546 0.986
C 1.895 1.960 -0.790
C -0.400 2.474 -0.787
H 2.873 1.860 -1.218
H -2.904 -2.087 -0.838
H 2.761 0.271 2.058
H 3.837 1.293 0.969
H 3.190 -0.502 0.423
H -2.324 2.455 -0.903
H 0.911 2.742 -2.468
H -1.887 -3.081 1.336
H -0.340 -2.340 0.846
H 0.644 0.757 2.008
H -1.361 2.107 1.169
H -1.612 -0.788 -0.642
H -2.616 -0.912 0.763
*
```

Here are the Löwdin charges for atoms 1 to 2, given in e: O -0.107; O 0.046


(2)
ORCA calculation (ωB97M-V with the def2-TZVPD basis set) on C10H13O3 as an isolated structure.

Structure (ORCA input):
```
! wB97M-V def2-TZVPD RIJCOSX def2/J DEFGRID3
* xyz -1 1
O 1.324 1.895 0.243
O -0.827 2.406 0.405
O 1.342 0.035 2.053
C 0.559 -0.765 1.382
C 0.981 -2.042 0.845
C 0.174 2.853 -1.725
C -1.594 -1.286 0.516
C 0.198 2.306 -0.257
C -1.085 -2.364 -0.211
C 0.163 -2.907 0.121
C 1.385 2.542 -2.569
C -0.832 -0.645 1.495
C -1.942 -2.972 -1.287
H -0.676 2.266 -2.061
H -2.111 -2.172 -2.053
H -2.671 -1.123 0.399
H 1.804 -2.550 1.267
H -2.933 -3.278 -0.976
H -1.278 0.150 2.046
H 0.545 -3.909 -0.113
H 2.319 2.848 -2.150
H -1.551 -3.807 -1.857
H -0.014 3.910 -1.778
H 1.332 1.497 -2.814
H 1.276 3.057 -3.530
H 1.450 1.214 1.252
*
```

Here are the Löwdin charges for atoms 1 to 2, given in e: O -0.006; O 0.011


Most stable: (2). Least stable: (1).